No. 1
Entry from OMol25: 2 unconnected molecules or ions with the total composition C17H29BF3NO9 at a distorted geometry (ωB97M-V/def2-TZVPD).

Geometry as XYZ:
```
60
Properties=species:S:1:pos:R:3:nbo_charge:R:1
C 4.46194 -3.24142 1.56971 -1.025
B 3.90611 -1.80833 1.23406 1.049
O 4.52478 -0.68797 1.70128 -0.879
C 2.63911 -1.59704 0.29713 -0.139
C 3.17906 -0.92964 -0.99767 -0.444
C 3.78845 -1.92102 -1.98795 -0.225
N 3.03541 -2.03359 -3.24815 -0.825
O 2.03838 -2.87223 -0.05996 -0.511
C 0.75850 -2.52440 -0.35281 0.993
O 0.10120 -2.84189 -1.32047 -0.557
O 0.34619 -1.69267 0.66031 -0.547
C 1.45943 -0.87898 0.98963 0.573
O 1.70460 -1.05725 2.38250 -0.725
C 1.28512 0.61155 0.71911 -0.456
C -0.04054 0.98993 0.06513 -0.398
C -1.30353 0.67897 0.90983 -0.396
C -2.34644 -0.14688 0.15364 -0.425
C -2.64416 -1.53983 0.71688 -0.065
O -2.44096 -1.58753 2.13586 -0.531
C -1.99595 -2.78077 2.59550 0.809
C -0.97530 -2.68606 3.68694 -0.726
O -2.40292 -3.85415 2.17767 -0.587
H 5.54363 -3.24945 1.65295 0.231
H 4.20007 -3.94858 0.79286 0.248
H 4.03006 -3.56655 2.51238 0.256
H 5.01253 -0.89078 2.49715 0.498
H 3.92741 -0.20678 -0.69453 0.233
H 2.37563 -0.35372 -1.45083 0.205
H 3.91253 -2.90489 -1.55709 0.201
H 4.78009 -1.55379 -2.23291 0.182
H 2.62594 -2.95494 -3.30594 0.364
H 2.24400 -1.40857 -3.24239 0.349
H 1.02766 -0.60086 2.88421 0.478
H 1.40917 1.17857 1.63076 0.221
H 2.07864 0.94555 0.06234 0.227
H -0.10308 0.58248 -0.93772 0.199
H -0.00640 2.06747 -0.06959 0.212
H -0.98495 0.19114 1.82217 0.197
H -1.74351 1.62264 1.19585 0.212
H -3.28493 0.39349 0.11544 0.213
H -2.05894 -0.28842 -0.88063 0.212
H -3.68887 -1.76230 0.52861 0.184
H -2.08436 -2.30010 0.19265 0.204
H 0.00681 -2.86421 3.26949 0.254
H -0.96538 -1.69828 4.13446 0.215
H -1.18487 -3.42567 4.44349 0.240
C -4.18346 4.75402 -3.81177 -0.638
C -2.91835 4.11096 -3.28800 -0.079
O -2.60805 4.58022 -1.96079 -0.476
C -3.24224 3.97619 -0.97141 0.692
O -4.03579 3.09156 -1.06050 -0.540
C -2.76680 4.55319 0.37163 0.898
F -2.68860 5.88188 0.33943 -0.305
F -1.55252 4.07006 0.65957 -0.316
F -3.59014 4.20977 1.34884 -0.298
H -4.10202 5.84035 -3.77424 0.217
H -4.35985 4.45001 -4.84251 0.225
H -5.04675 4.46433 -3.21370 0.224
H -2.06338 4.39073 -3.89894 0.197
H -2.98938 3.02446 -3.28900 0.201
```

As for the SMILES: CB(O)[C@@]1(CCN)OC(=O)O[C@]1(O)CCCCCOC(C)=O.CCOC(=O)C(F)(F)F. The value obtained for the gap between HOMO and LUMO is 9.7 eV. The LUMO energy is 0.32 eV.



No. 2
Entry from OMol25: a molecular structure, C17H29Cl2N2O4V at a distorted geometry (ωB97M-V/def2-TZVPD).

Geometry as XYZ:
```
55
Properties=species:S:1:pos:R:3:lowdin_spin:R:1
O -0.36959 -3.27489 -0.05588 0.218
C -0.08299 -4.03459 -0.98951 0.198
C -0.54836 -5.48388 -1.09410 0.125
C -1.74822 -5.80529 -0.42353 0.106
H -2.41096 -4.99251 -0.10279 0.008
C -2.03862 -7.13212 -0.07266 0.020
H -2.93514 -7.36114 0.52448 -0.002
C -1.15170 -8.15904 -0.45199 0.152
H -1.32871 -9.18304 -0.10522 0.014
C -0.05489 -7.87315 -1.27186 0.029
H 0.58692 -8.69626 -1.60438 -0.002
C 0.22470 -6.54200 -1.61920 0.090
H 1.08167 -6.32133 -2.24933 0.005
H 0.56515 -3.69343 -1.83613 0.018
C 1.73139 -1.04583 1.59954 -0.006
C 1.36404 0.22413 0.95451 -0.076
H 2.58568 -0.91270 2.27468 -0.003
H 1.99145 -1.79398 0.84213 -0.001
H 0.88194 -1.44229 2.16221 0.000
C 1.97180 1.39113 0.83618 0.010
C 3.11895 1.85333 1.68248 0.000
H 1.64099 2.08002 0.04950 -0.001
H 3.65848 1.01494 2.11483 0.000
H 2.75575 2.47990 2.50320 0.001
H 3.80593 2.45309 1.09292 0.000
V -0.58595 0.44018 0.18502 2.019
Cl -1.62150 -0.61844 1.93015 0.036
Cl 0.41169 -0.85140 -1.42671 -0.011
C -0.77044 2.67587 2.48254 0.002
O -0.95394 2.41224 1.26543 0.006
N -0.86890 3.90519 3.00040 0.001
C -1.17994 5.06791 2.17149 0.001
C -0.74725 4.15402 4.42959 0.000
H -0.50791 1.86991 3.18571 0.000
H -1.31485 4.74747 1.13603 0.000
H -0.36254 5.80200 2.23025 0.000
H -2.09746 5.55028 2.53973 0.000
H -0.55511 3.21004 4.94671 0.000
H -1.67449 4.60076 4.81526 0.000
H 0.07860 4.85148 4.62465 0.000
H 0.85582 4.54037 -3.38522 0.000
H -0.18914 3.04492 -5.34052 0.000
C 1.26900 3.58929 -3.02210 0.000
C 0.27682 2.19611 -4.82402 0.000
N 0.41565 2.47411 -3.39971 0.004
H 1.31217 3.60750 -1.93148 0.000
C -0.24477 1.80890 -2.45021 0.007
O -0.11971 2.02043 -1.20533 0.007
H -0.34162 1.31100 -4.98219 0.000
H -0.92326 1.01800 -2.77868 0.001
H 2.27869 3.46332 -3.43334 0.000
H 1.26110 2.02958 -5.27937 0.000
O -2.55174 1.05932 -0.38391 0.016
H -3.13244 0.37918 0.02685 0.003
H -2.71224 1.89138 0.11290 0.002
```

The value obtained for the gap between HOMO and LUMO (alpha / beta) is 1.6 / 5.5 eV. As for the spin multiplicity: 4. The LUMO energy (alpha / beta) is 1.78 / 1.75 eV. Its total charge is -1.



No. 3
Entry from OMol25: a molecular structure, C17H29LiN3NbO at a distorted geometry (ωB97M-V/def2-TZVPD).

Geometry as XYZ:
```
52
Properties=species:S:1:pos:R:3:nbo_charge:R:1
N -0.54082 0.04556 2.14538 -0.853
C -0.96516 0.25508 3.26629 0.918
O -1.50125 0.54809 4.27508 -0.391
Li -2.16388 1.02493 -0.69265 0.935
Nb 0.28514 0.24829 0.31987 1.773
N -0.31376 1.90602 -0.73376 -0.764
N -1.18154 -0.70692 -0.76525 -0.736
C 0.47303 2.96194 -0.07940 0.113
C -2.13015 -1.81598 -0.55987 0.112
C -0.49326 3.93651 0.58844 -0.621
C 1.32924 3.72397 -1.08777 -0.634
C 1.37897 2.28976 0.92023 -0.685
C -3.16223 -1.81061 -1.69184 -0.620
C -1.41122 -3.16062 -0.56642 -0.631
C -2.83455 -1.63435 0.77422 -0.619
H -1.16857 4.38404 -0.15374 0.230
H 0.07117 4.74174 1.08029 0.253
H -1.10617 3.43179 1.34896 0.213
H 1.96674 3.04503 -1.66792 0.224
H 1.98881 4.41651 -0.54316 0.250
H 0.72511 4.32353 -1.77898 0.238
H 0.79938 1.81910 1.74897 0.269
H 2.05854 2.99853 1.41631 0.333
H 2.07226 1.57406 0.40684 0.263
H -3.72353 -0.86335 -1.73185 0.193
H -3.88403 -2.61765 -1.50220 0.259
H -2.69456 -1.99104 -2.66900 0.224
H -1.00745 -3.38973 -1.55951 0.213
H -2.14136 -3.94256 -0.31297 0.255
H -0.59619 -3.18445 0.16725 0.225
H -2.12178 -1.61180 1.60444 0.228
H -3.51662 -2.48605 0.91020 0.259
H -3.44403 -0.71726 0.79772 0.193
C -0.32040 -0.81996 -1.96997 -0.408
H 0.64059 -0.27495 -1.79234 0.203
H -0.07844 -1.86020 -2.21826 0.256
H -0.80861 -0.34487 -2.83507 0.238
C -1.01853 2.34370 -1.96888 -0.488
H -0.30092 2.73518 -2.71001 0.269
H -1.55946 1.51750 -2.48225 0.196
H -1.75807 3.14190 -1.76141 0.236
C 3.92167 -2.94846 1.66095 -0.146
C 3.64583 -1.78917 2.39160 -0.175
C 2.67031 -0.88410 1.94365 -0.237
C 2.00471 -1.14402 0.73197 -0.328
C 2.25671 -2.31244 -0.00432 -0.228
C 3.21503 -3.21755 0.48183 -0.187
H 4.68599 -3.64977 2.00467 0.251
H 4.19273 -1.59108 3.31593 0.246
H 2.43795 0.00107 2.54543 0.217
H 1.71519 -2.50792 -0.93448 0.214
H 3.41140 -4.13695 -0.07323 0.245
```

The value obtained for the gap between HOMO and LUMO is 6.7 eV. The LUMO energy is -8.57 eV. Its total charge is +2.